Molecular formula: C2H3F3O
Method: DFT, the ωB97M-V functional and the def2-TZVPD basis

HOMO energy	-10.87	eV
calculated total energy	-452.72283	Ha
maximum force	0.123	hartree/bohr
gap between HOMO and LUMO	0.414	Eh
LUMO	0.38	eV
relative energy (zero: lowest compared OMol25 entry of this formula, charge and spin)	343.8	kJ/mol

Atoms and positions in Å:
1 C -1.4551 -1.2259 -0.4397
2 C 1.2397 0.2689 0.2391
3 O -1.7381 -0.3600 0.5473
4 F -1.4902 -0.4991 -1.5063
5 F 2.5140 0.6822 0.7003
6 F 1.1731 -1.0002 0.3199
7 H 1.2053 0.7939 -0.9140
8 H 0.3271 0.6969 0.6775
9 H -1.7757 0.6432 0.3759

Atomic forces in eV per Å
C -1.03 1.40 2.11
C 0.95 5.08 -3.60
O 0.35 -0.03 0.30
F 0.33 0.45 -1.99
F -1.99 -0.29 0.16
F 0.17 -2.84 -0.21
H 0.26 -2.12 2.63
H 1.09 0.29 1.10
H -0.14 -1.94 -0.49